Computed, not measured: a molecular structure, C27H20Cl2N4O7Sn at a distorted geometry, with ωB97M-V/def2-TZVPD.

The energy above the lowest of the compared OMol25 structures with the same formula, charge and spin comes out at 0.691 eV.

Structure (ORCA input):
```
! RIJCOSX wB97M-V def2-TZVPD def2/J DEFGRID3
* xyz -2 1
Sn -1.45 0.85 -0.76
O -0.09 4.50 -3.04
C -0.60 3.46 -2.61
N -0.71 3.00 -1.37
C -0.33 3.74 -0.26
C -0.40 5.13 -0.13
C -0.08 5.75 1.08
C 0.31 4.98 2.17
C 0.35 3.60 2.05
C 0.04 2.97 0.85
N -0.01 1.58 0.69
C 1.02 0.79 0.97
O 0.97 -0.45 0.95
C 2.39 1.37 1.29
C 3.18 0.72 2.23
C 4.45 1.21 2.48
C 4.90 2.31 1.76
C 4.05 2.87 0.83
N 2.82 2.42 0.59
C -1.20 2.51 -3.64
C -0.96 2.70 -4.99
C -1.52 1.81 -5.90
C -2.30 0.77 -5.43
C -2.50 0.66 -4.06
N -1.97 1.52 -3.20
H -0.72 5.71 -0.98
H -0.15 6.83 1.16
H 0.57 5.45 3.11
H 0.64 2.98 2.89
H 2.79 -0.15 2.73
H 5.09 0.74 3.22
H 5.89 2.72 1.92
H 4.36 3.72 0.23
H -0.35 3.54 -5.29
H -1.34 1.93 -6.96
H -2.74 0.04 -6.10
H -3.09 -0.14 -3.63
O 0.25 -0.54 -2.30
O -0.20 -1.07 -3.33
Cl -3.56 2.00 -0.16
C -1.98 -6.36 2.64
C -0.78 -5.75 1.98
C 0.28 -6.51 1.52
C 1.34 -5.91 0.86
Cl 2.68 -6.91 0.31
C 1.35 -4.55 0.62
C 0.29 -3.77 1.08
C -0.75 -4.36 1.78
O -1.77 -3.67 2.34
C -2.02 -2.35 1.87
C -2.65 -2.32 0.46
O -3.15 -3.35 0.01
O -2.65 -1.16 -0.06
H -1.98 -7.44 2.50
H -2.89 -5.93 2.22
H -2.00 -6.15 3.71
H 0.27 -7.59 1.67
H 2.16 -4.10 0.07
H 0.31 -2.71 0.88
H -1.13 -1.72 1.89
H -2.74 -1.93 2.57
*
```